1.
The following is a DFT calculation (ωB97M-V with the def2-TZVPD basis set) of a single C22H29N3O5 molecule.

**Energy relative to the best compared isomer or geometry (same formula, charge and spin)**: 0.1 kcal/mol
**E**: -37995.54058 eV
**Net charge**: 0
**SMILES string**: CC(C)(C)OC(=O)N1CCC(C(=O)N[C@@H](Cc2c[nH]c3ccccc23)C(=O)O)CC1
**HOMO-LUMO gap**: 8.811 eV
**Strongest force on any atom**: 0.8 eV/A
**LUMO level**: 0.55 eV

Bonds (Å) are listed after each position.
Geometry (Å):
1 C -2.47 3.12 -4.21  C2 1.529, H31 1.086, H32 1.088, H33 1.087
2 C -2.04 3.91 -2.98  C1 1.529, C3 1.529, C4 1.530, O5 1.444
3 C -3.25 4.25 -2.10  C2 1.529, H34 1.088, H35 1.086, H36 1.086
4 C -1.31 5.19 -3.40  C2 1.530, H37 1.087, H38 1.086, H39 1.087
5 O -1.06 3.18 -2.22  C2 1.444, C6 1.349
6 C -1.36 1.98 -1.69  O5 1.349, O7 1.213, N8 1.353
7 O -2.44 1.42 -1.77  C6 1.213
8 N -0.29 1.42 -1.07  C6 1.353, C9 1.447, C30 1.445
9 C -0.45 0.21 -0.31  N8 1.447, C10 1.531, H40 1.091, H41 1.095
10 C -0.39 0.54 1.19  C9 1.531, C11 1.532, H42 1.092, H43 1.093
11 C 0.94 1.23 1.52  C10 1.532, C12 1.531, C29 1.534, H44 1.098
12 C 2.20 0.38 1.36  C11 1.531, O13 1.215, N14 1.353
13 O 3.29 0.87 1.15  C12 1.215
14 N 2.04 -0.95 1.56  C12 1.353, C15 1.441, H45 1.008
15 C 3.11 -1.88 1.28  N14 1.441, C16 1.541, C26 1.523, H46 1.096
16 C 2.90 -3.19 2.06  C15 1.541, C17 1.494, H47 1.091, H48 1.090
17 C 1.60 -3.82 1.68  C16 1.494, C18 1.365, C25 1.431
18 C 1.37 -4.71 0.68  C17 1.365, N19 1.366, H49 1.073
19 N 0.04 -5.00 0.59  C18 1.366, C20 1.364, H50 1.005
20 C -0.63 -4.28 1.53  N19 1.364, C21 1.390, C25 1.416
21 C -1.99 -4.22 1.83  C20 1.390, C22 1.378, H51 1.080
22 C -2.38 -3.40 2.86  C21 1.378, C23 1.398, H52 1.079
23 C -1.45 -2.65 3.59  C22 1.398, C24 1.376, H53 1.080
24 C -0.11 -2.71 3.30  C23 1.376, C25 1.398, H54 1.080
25 C 0.32 -3.52 2.26  C17 1.431, C20 1.416, C24 1.398
26 C 3.16 -2.17 -0.21  C15 1.523, O27 1.201, O28 1.333
27 O 2.30 -1.86 -1.00  C26 1.201
28 O 4.28 -2.81 -0.56  C26 1.333, H55 0.971
29 C 1.08 2.48 0.65  C11 1.534, C30 1.530, H56 1.090, H57 1.091
30 C 0.96 2.10 -0.83  N8 1.445, C29 1.530, H58 1.089, H59 1.095
31 H -2.98 2.21 -3.91  C1 1.086
32 H -1.59 2.85 -4.80  C1 1.088
33 H -3.14 3.71 -4.82  C1 1.087
34 H -2.92 4.80 -1.22  C3 1.088
35 H -3.94 4.87 -2.66  C3 1.086
36 H -3.75 3.34 -1.79  C3 1.086
37 H -0.98 5.73 -2.51  C4 1.087
38 H -1.97 5.82 -3.98  C4 1.086
39 H -0.44 4.94 -3.99  C4 1.087
40 H -1.42 -0.22 -0.56  C9 1.091
41 H 0.34 -0.49 -0.59  C9 1.095
42 H -0.55 -0.36 1.79  C10 1.092
43 H -1.20 1.23 1.42  C10 1.093
44 H 0.93 1.53 2.58  C11 1.098
45 H 1.12 -1.36 1.56  N14 1.008
46 H 4.06 -1.40 1.56  C15 1.096
47 H 2.92 -2.97 3.12  C16 1.091
48 H 3.73 -3.86 1.83  C16 1.090
49 H 2.08 -5.18 0.02  C18 1.073
50 H -0.38 -5.62 -0.08  N19 1.005
51 H -2.71 -4.80 1.27  C21 1.080
52 H -3.43 -3.32 3.11  C22 1.079
53 H -1.80 -2.02 4.39  C23 1.080
54 H 0.60 -2.13 3.88  C24 1.080
55 H 4.29 -2.97 -1.52  O28 0.971
56 H 2.05 2.94 0.83  C29 1.090
57 H 0.30 3.20 0.91  C29 1.091
58 H 1.02 2.99 -1.46  C30 1.089
59 H 1.78 1.42 -1.09  C30 1.095

---

2.
The following is a DFT calculation (ωB97M-V with the def2-TZVPD basis set) of a single C11H22N4O4 molecule at a distorted geometry.

**Energy relative to the best compared isomer or geometry (same formula, charge and spin)**: 91.8 kcal/mol
**E**: -25912.51327 eV
**Net charge**: 0
**SMILES string**: NCCCC[C@H](N)C(=O)N[C@@H](CCC(N)=O)C(=O)O
**HOMO-LUMO gap**: 8.236 eV
**Strongest force on any atom**: 6.9 eV/A
**LUMO level**: 0.36 eV

Bonds (Å) are listed after each position.
Geometry (Å):
1 N 0.50 -4.39 1.62  C2 1.453, H20 1.015, H21 1.037
2 C -0.59 -4.02 2.50  N1 1.453, C3 1.567, H22 0.987, H23 1.092
3 C -1.86 -4.26 1.61  C2 1.567, C4 1.545, H24 1.126, H25 1.083
4 C -2.39 -2.96 0.99  C3 1.545, C5 1.518, H26 1.078, H27 1.165
5 C -1.42 -2.24 0.07  C4 1.518, C6 1.469, H28 1.171, H29 1.100
6 C -0.94 -1.07 0.81  C5 1.469, N7 1.433, C8 1.548, H30 1.094
7 N -2.08 -0.20 0.70  C6 1.433, H31 1.095, H32 1.013
8 C 0.37 -0.64 0.10  C6 1.548, O9 1.204, N10 1.307
9 O 1.10 -1.55 -0.19  C8 1.204
10 N 0.49 0.64 -0.14  C8 1.307, C11 1.459, H33 1.047
11 C 1.56 1.22 -0.95  N10 1.459, C12 1.609, C17 1.594, H34 1.109
12 C 1.11 2.11 -2.21  C11 1.609, C13 1.510, H35 1.019, H36 1.109
13 C 0.16 3.23 -1.86  C12 1.510, C14 1.560, H37 1.077, H38 1.132
14 C -1.13 2.80 -1.10  C13 1.560, N15 1.385, O16 1.178
15 N -2.10 2.34 -1.97  C14 1.385, H39 1.077, H40 1.047
16 O -1.24 2.88 0.07  C14 1.178
17 C 2.64 2.10 -0.17  C11 1.594, O18 1.195, O19 1.406
18 O 2.31 2.99 0.56  C17 1.195
19 O 3.96 1.89 -0.60  C17 1.406, H41 0.993
20 H 0.82 -5.35 1.65  N1 1.015
21 H 1.14 -3.58 1.48  N1 1.037
22 H -0.40 -3.12 2.85  C2 0.987
23 H -0.32 -4.79 3.22  C2 1.092
24 H -1.59 -5.18 1.01  C3 1.126
25 H -2.66 -4.57 2.27  C3 1.083
26 H -2.68 -2.28 1.77  C4 1.078
27 H -3.40 -3.16 0.44  C4 1.165
28 H -1.96 -1.98 -0.94  C5 1.171
29 H -0.63 -2.97 -0.17  C5 1.100
30 H -0.79 -1.05 1.89  C6 1.094
31 H -1.97 0.57 1.47  N7 1.095
32 H -1.95 0.33 -0.16  N7 1.013
33 H -0.23 1.15 0.42  N10 1.047
34 H 2.18 0.38 -1.33  C11 1.109
35 H 0.71 1.44 -2.86  C12 1.019
36 H 2.04 2.42 -2.72  C12 1.109
37 H 0.68 4.10 -1.50  C13 1.077
38 H -0.27 3.75 -2.77  C13 1.132
39 H -3.08 2.52 -1.55  N15 1.077
40 H -1.95 2.76 -2.92  N15 1.047
41 H 4.50 2.66 -0.30  O19 0.993